(1)
An isolated molecule of C5H8O at a distorted geometry, computed with the ωB97M-V functional and the def2-TZVPD basis.

Element x y z (Å)
C  1.379  -1.369  0.043
C  0.697  -0.053  0.227
O  1.141  0.808  -0.800
C  -0.803  -0.280  0.204
C  -1.438  0.986  0.181
C  -2.165  1.862  -0.165
H  1.096  -1.780  -0.929
H  2.455  -1.225  0.068
H  1.057  -2.053  0.833
H  0.940  0.375  1.212
H  0.610  1.616  -0.761
H  -1.160  -0.798  -0.700
H  -1.181  -0.813  1.073
H  -2.637  2.718  -0.514

total charge = 0
HOMO level = -10.10 eV
orbital gap = 11.02 eV
E = -270.47447 Ha
SMILES string = C#CC[C@@H](C)O
energy above the lowest of the compared OMol25 structures with the same formula, charge and spin = 52.4 kcal/mol

=====

(2)
A cluster of 2 separate species, C4H12OS in total at a distorted geometry, computed with the ωB97M-V functional and the def2-TZVPD basis.

Element x y z (Å)
C  -1.053  0.386  -3.117
C  0.277  0.029  -2.455
C  0.440  0.607  -1.015
C  1.653  0.209  -0.201
S  1.821  1.122  1.326
H  -1.875  -0.152  -2.641
H  -1.293  1.446  -2.971
H  -0.928  0.212  -4.184
H  1.089  0.523  -2.994
H  0.346  -1.057  -2.484
H  -0.494  0.271  -0.545
H  0.467  1.699  -1.095
H  2.493  0.243  -0.905
H  1.623  -0.837  0.121
H  3.129  1.283  1.268
H  -4.729  -2.439  2.961
H  -3.344  -2.629  3.465
O  -4.246  -2.961  3.593

total charge = 0
HOMO level = -9.08 eV
orbital gap = 9.71 eV
E = -633.00427 Ha
SMILES string = CCCCS.O
energy above the lowest of the compared OMol25 structures with the same formula, charge and spin = 14.3 kcal/mol

=====

(3)
A structure of composition C25H29B2F4N4O4Ti at a distorted geometry, computed with the ωB97M-V functional and the def2-TZVPD basis.

Element x y z (Å)
Ti  0.021  0.472  0.134
C  3.889  -0.879  -1.099
C  2.557  -0.240  -0.938
N  1.728  -0.509  0.039
O  2.108  -1.389  1.002
B  1.017  -2.406  1.205
F  1.482  -3.467  1.868
F  0.511  -2.659  -0.077
O  -0.107  -1.755  1.982
N  -0.828  -1.014  1.088
C  -2.059  -1.348  0.829
C  -2.808  -2.392  1.572
C  -2.609  -0.583  -0.273
N  -1.746  0.239  -0.804
O  -2.159  1.011  -1.832
B  -1.049  1.217  -2.833
F  -0.531  -0.055  -3.077
F  -1.516  1.875  -3.896
O  0.075  2.004  -2.186
N  0.828  1.124  -1.461
C  2.020  0.749  -1.842
C  2.738  1.287  -3.023
C  -3.990  -0.749  -0.798
H  3.975  -1.714  -0.406
H  4.693  -0.170  -0.899
H  4.007  -1.234  -2.121
H  -2.126  -2.931  2.227
H  -3.279  -3.095  0.889
H  -3.592  -1.931  2.174
H  2.073  1.945  -3.577
H  3.071  0.479  -3.671
H  3.618  1.848  -2.709
H  -4.419  -1.704  -0.514
H  -3.959  -0.654  -1.884
H  -4.640  0.045  -0.429
C  1.667  3.428  0.186
C  1.336  2.322  1.151
C  2.352  1.630  1.792
C  2.128  0.799  2.895
C  3.255  0.157  3.611
C  0.784  0.575  3.306
C  -0.273  1.231  2.753
C  -1.681  1.002  3.216
C  -0.031  2.397  1.814
H  1.578  4.387  0.705
H  0.993  3.478  -0.673
H  2.691  3.337  -0.176
H  3.370  1.749  1.433
H  3.532  0.762  4.477
H  4.128  0.067  2.972
H  2.973  -0.826  3.974
H  0.606  -0.166  4.074
H  -1.941  1.715  4.003
H  -1.786  0.000  3.631
H  -2.403  1.143  2.406
H  -0.073  3.330  2.417
C  -1.072  2.535  0.767
C  -1.907  3.125  0.104
C  -2.832  3.846  -0.676
C  -2.489  5.155  -1.031
C  -3.403  5.947  -1.696
C  -4.651  5.441  -2.035
C  -4.977  4.131  -1.718
C  -4.078  3.334  -1.039
H  -1.517  5.544  -0.764
H  -3.144  6.965  -1.946
H  -5.370  6.067  -2.542
H  -5.938  3.729  -2.001
H  -4.326  2.314  -0.795

multiplicity = 3
expectation value of S² = 2.045
total charge = +1
HOMO level (spin up / spin down) = -10.67 / -11.88 eV
orbital gap (spin up / spin down) = 6.04 / 7.23 eV
E = -2788.58597 Ha
energy above the lowest of the compared OMol25 structures with the same formula, charge and spin = 56.0 kcal/mol

=====

(4)
An isolated molecule of C5H7NO at a distorted geometry, computed with the ωB97M-V functional and the def2-TZVPD basis.

Element x y z (Å)
C  1.617  1.012  0.373
N  1.804  -0.327  -0.141
C  0.459  0.052  -0.011
C  -0.647  -0.602  0.820
C  -1.755  0.135  0.017
C  -0.748  -0.450  -0.967
O  -0.727  -1.681  -0.173
H  2.127  1.061  1.352
H  1.724  1.965  -0.143
H  2.206  -0.540  -1.039
H  -0.624  -0.843  1.882
H  -1.855  1.223  0.047
H  -2.722  -0.381  0.031
H  -0.859  -0.626  -2.046

total charge = 0
HOMO level = -9.00 eV
orbital gap = 10.10 eV
E = -324.53090 Ha
energy above the lowest of the compared OMol25 structures with the same formula, charge and spin = 121.5 kcal/mol

=====

(5)
A cluster of 3 separate species, C3H8N2O2 in total, computed with the ωB97M-V functional and the def2-TZVPD basis.

Element x y z (Å)
C  -1.855  -0.705  -1.332
C  -0.680  -0.357  -1.929
N  -0.024  0.596  -1.172
C  -0.805  0.813  -0.153
N  -1.932  0.053  -0.190
H  -2.614  -1.425  -1.586
H  -0.190  -0.865  -2.745
H  -0.647  1.547  0.616
H  -2.583  -0.029  0.569
H  1.361  -0.859  1.184
H  1.235  -2.062  0.251
O  1.632  -1.784  1.081
H  1.826  2.221  1.541
H  3.060  1.504  2.148
O  2.216  1.351  1.717

total charge = 0
HOMO level = -9.12 eV
orbital gap = 9.80 eV
E = -379.09772 Ha
SMILES string = c1c[nH]cn1.O.O
energy above the lowest of the compared OMol25 structures with the same formula, charge and spin = 27.2 kcal/mol

=====

(6)
The ion C4H12NOS with charge +1 at a distorted geometry, computed with the ωB97M-V functional and the def2-TZVPD basis.

Element x y z (Å)
C  0.441  0.347  1.317
C  1.024  -0.586  -0.907
C  0.688  1.780  -0.592
C  -2.272  -1.231  -0.143
N  0.360  0.479  -0.124
O  -2.418  1.179  0.417
S  -1.742  0.409  -0.594
H  -0.265  0.934  1.908
H  0.402  -0.703  1.612
H  1.394  0.717  1.633
H  0.720  -1.486  -0.452
H  0.630  -0.592  -1.876
H  2.068  -0.479  -0.845
H  0.344  1.979  -1.702
H  0.226  2.569  0.075
H  1.800  2.021  -0.590
H  -3.410  -1.164  -0.448
H  -2.134  -1.285  0.912
H  -1.767  -2.109  -0.762

total charge = +1
HOMO level = -14.67 eV
orbital gap = 9.75 eV
E = -687.45386 Ha
energy above the lowest of the compared OMol25 structures with the same formula, charge and spin = 57.5 kcal/mol

=====

(7)
A cluster of 14 separate species, C81H157N7O29 in total at a distorted geometry, computed with the ωB97M-V functional and the def2-TZVPD basis.

Element x y z (Å)
C  -7.950  3.262  0.617
C  -7.034  4.419  1.145
O  -7.678  4.773  2.397
C  -8.805  4.015  2.604
O  -9.722  4.188  3.406
O  -9.093  3.200  1.466
H  -7.203  2.470  0.651
H  -8.038  3.524  -0.438
H  -7.045  5.219  0.404
H  -6.009  4.106  1.343
C  -0.425  6.745  -3.260
C  1.103  6.831  -2.860
O  1.529  7.671  -3.925
C  0.563  8.054  -4.840
O  0.648  8.863  -5.786
O  -0.604  7.559  -4.385
H  -1.024  6.917  -2.366
H  -0.464  5.711  -3.606
H  1.525  5.839  -2.699
H  1.077  7.244  -1.851
C  7.578  -2.207  -9.749
C  6.106  -2.301  -10.161
O  5.739  -2.961  -8.974
C  6.567  -2.893  -7.888
O  6.260  -3.164  -6.786
O  7.733  -2.494  -8.370
H  8.018  -1.223  -9.908
H  8.111  -2.898  -10.402
H  5.995  -2.737  -11.154
H  5.586  -1.352  -10.285
C  -1.964  -5.830  6.086
C  -1.162  -6.961  5.454
O  0.040  -6.295  5.282
C  0.079  -5.074  5.873
O  1.094  -4.402  6.020
O  -1.138  -4.808  6.349
H  -2.476  -6.175  6.984
H  -2.781  -5.596  5.404
H  -1.617  -7.364  4.549
H  -1.014  -7.799  6.135
C  -1.094  -1.447  -8.184
C  -0.216  -2.570  -8.772
O  0.133  -1.947  -10.024
C  -0.222  -0.648  -10.110
O  0.052  0.123  -11.059
O  -0.864  -0.306  -8.920
H  -0.818  -1.393  -7.130
H  -2.170  -1.617  -8.171
H  -0.657  -3.566  -8.721
H  0.706  -2.563  -8.190
C  -13.292  -1.860  -2.821
C  -13.229  -1.450  -4.292
O  -11.835  -1.314  -4.643
C  -11.120  -1.219  -3.515
O  -9.900  -1.055  -3.486
O  -11.947  -1.602  -2.429
H  -13.603  -2.902  -2.742
H  -14.031  -1.196  -2.374
H  -13.729  -0.536  -4.613
H  -13.617  -2.258  -4.913
C  -7.467  -3.369  -8.274
C  -6.999  -1.993  -8.446
O  -6.339  -2.002  -9.626
C  -6.029  -3.215  -9.971
O  -5.168  -3.446  -10.756
O  -6.655  -4.111  -9.222
H  -8.555  -3.425  -8.270
H  -7.144  -3.639  -7.268
H  -6.300  -1.595  -7.710
H  -7.995  -1.556  -8.520
C  1.109  0.094  0.523
C  0.525  -0.864  -0.675
C  -0.404  -1.973  -0.054
C  -1.877  -1.559  0.478
C  -2.546  -0.619  -0.634
C  -1.597  0.461  -1.300
N  -0.208  -0.056  -1.617
O  0.591  0.938  -2.204
C  -2.365  0.815  -2.546
C  -1.420  1.709  -0.421
C  1.766  -1.542  -1.424
H  1.449  1.032  0.083
H  2.005  -0.419  0.873
H  0.474  0.213  1.401
H  -0.874  -2.474  -0.899
H  0.047  -2.752  0.561
H  -1.864  -0.877  1.328
H  -2.564  -2.380  0.685
H  -3.295  -0.222  0.052
H  -2.855  -1.315  -1.414
H  -2.424  -0.059  -3.195
H  -3.431  0.941  -2.353
H  -1.921  1.625  -3.123
H  -2.075  2.515  -0.752
H  -1.517  1.371  0.611
H  -0.482  2.262  -0.408
H  1.506  -2.031  -2.363
H  2.063  -2.402  -0.824
H  2.615  -0.862  -1.498
H  1.401  0.427  -2.141
C  10.843  -2.601  -0.008
C  10.937  -3.743  1.052
C  11.394  -3.124  2.336
C  11.099  -4.046  3.532
C  9.588  -4.423  3.594
C  9.081  -5.089  2.324
N  9.561  -4.256  1.244
O  9.118  -4.726  0.021
C  9.661  -6.532  2.389
C  7.499  -5.203  2.346
C  11.910  -4.932  0.476
H  10.204  -2.739  -0.881
H  11.848  -2.249  -0.238
H  10.294  -1.731  0.354
H  12.468  -2.964  2.253
H  10.931  -2.147  2.478
H  11.523  -3.503  4.376
H  11.887  -4.790  3.416
H  9.164  -3.419  3.558
H  9.500  -5.040  4.488
H  9.213  -7.080  3.217
H  9.456  -7.176  1.534
H  10.733  -6.366  2.502
H  7.310  -4.130  2.344
H  7.107  -5.616  1.417
H  7.112  -5.463  3.332
H  11.416  -5.060  -0.488
H  11.867  -5.903  0.969
H  12.915  -4.549  0.302
H  8.526  -3.999  -0.187
C  -7.205  -10.918  -3.022
C  -6.235  -10.314  -1.982
C  -5.032  -9.755  -2.784
C  -5.250  -8.443  -3.293
C  -5.756  -7.426  -2.223
C  -6.997  -7.915  -1.469
N  -6.974  -9.321  -1.104
O  -8.058  -9.795  -0.446
C  -7.124  -6.976  -0.147
C  -8.210  -7.651  -2.380
C  -5.741  -11.508  -0.971
H  -8.206  -11.040  -2.609
H  -6.843  -11.904  -3.313
H  -7.476  -10.347  -3.910
H  -4.029  -9.742  -2.357
H  -4.680  -10.418  -3.575
H  -5.959  -8.424  -4.120
H  -4.256  -8.194  -3.667
H  -5.999  -6.517  -2.775
H  -5.001  -7.075  -1.520
H  -6.395  -6.971  0.664
H  -7.067  -5.923  -0.425
H  -8.026  -7.167  0.435
H  -9.049  -7.292  -1.785
H  -8.078  -7.050  -3.279
H  -8.778  -8.554  -2.603
H  -6.630  -11.572  -0.343
H  -4.970  -11.301  -0.229
H  -5.595  -12.454  -1.493
H  -8.084  -9.362  0.410
C  -6.022  5.103  -11.217
C  -5.641  6.080  -10.014
C  -6.163  7.487  -10.321
C  -7.665  7.697  -10.022
C  -7.868  7.502  -8.489
C  -7.530  6.071  -8.062
N  -6.200  5.605  -8.637
O  -5.880  4.403  -8.182
C  -7.400  6.113  -6.464
C  -8.629  5.162  -8.666
C  -4.135  6.384  -9.817
H  -6.574  5.778  -11.871
H  -6.689  4.259  -11.042
H  -5.301  4.719  -11.939
H  -5.678  8.252  -9.714
H  -5.859  7.610  -11.361
H  -8.358  7.062  -10.574
H  -7.909  8.694  -10.388
H  -8.937  7.594  -8.299
H  -7.198  8.183  -7.964
H  -6.591  6.769  -6.144
H  -8.198  6.455  -5.804
H  -7.276  5.071  -6.169
H  -9.544  5.399  -8.123
H  -8.588  5.209  -9.754
H  -8.452  4.128  -8.368
H  -3.503  5.523  -9.600
H  -4.005  7.175  -9.079
H  -3.675  6.812  -10.708
H  -6.494  3.899  -8.721
C  7.917  -0.481  10.366
C  6.828  0.654  10.589
C  7.642  2.082  10.446
C  6.634  3.219  10.316
C  5.654  3.022  9.167
C  4.837  1.676  9.271
N  5.649  0.455  9.676
O  4.907  -0.737  9.877
C  3.676  1.906  10.185
C  4.409  1.381  7.805
C  6.441  0.606  12.139
H  8.220  -0.707  9.344
H  7.649  -1.326  11.001
H  8.906  -0.157  10.690
H  8.272  2.265  11.317
H  8.294  2.048  9.573
H  7.171  4.114  10.000
H  6.185  3.444  11.283
H  6.284  2.899  8.286
H  4.999  3.880  9.012
H  2.900  1.164  9.997
H  3.693  1.803  11.270
H  3.037  2.772  10.012
H  3.972  2.256  7.326
H  5.213  0.944  7.212
H  3.644  0.609  7.894
H  5.737  -0.208  12.313
H  5.766  1.448  12.289
H  7.248  0.701  12.866
H  4.861  -1.175  9.024
C  8.277  2.927  2.008
C  8.433  4.297  1.297
C  9.807  4.856  1.842
C  10.577  5.853  0.925
C  10.777  5.227  -0.467
C  9.374  4.691  -1.070
N  8.537  3.888  -0.120
O  7.340  3.563  -0.617
C  8.728  6.104  -1.559
C  9.830  3.900  -2.367
C  7.237  5.257  1.621
H  8.216  2.868  3.095
H  9.187  2.365  1.797
H  7.368  2.450  1.642
H  9.750  5.047  2.914
H  10.542  4.070  2.011
H  11.542  5.972  1.420
H  10.321  6.911  0.866
H  11.468  4.447  -0.148
H  11.294  6.050  -0.959
H  8.879  6.872  -0.800
H  9.131  6.397  -2.529
H  7.642  6.177  -1.494
H  8.959  3.709  -2.994
H  10.570  4.356  -3.025
H  10.254  2.949  -2.046
H  7.190  5.427  2.696
H  6.319  4.725  1.370
H  7.194  6.255  1.184
H  7.503  2.628  -0.758
C  -4.068  5.318  14.438
O  -3.395  5.201  13.209
C  -4.119  5.371  11.975
C  -4.865  4.022  11.789
N  -5.198  3.643  10.410
C  -5.973  2.441  10.420
C  -6.425  2.032  8.965
O  -5.263  1.794  8.148
C  -4.394  0.778  8.707
H  -4.493  4.420  14.888
H  -4.687  6.213  14.384
H  -3.188  5.445  15.068
H  -3.398  5.527  11.173
H  -4.694  6.276  11.776
H  -5.582  3.687  12.539
H  -4.065  3.294  11.918
H  -4.473  3.411  9.747
H  -6.898  2.529  10.990
H  -5.536  1.594  10.950
H  -7.037  2.845  8.575
H  -7.123  1.199  8.877
H  -3.673  0.457  7.955
H  -4.884  -0.142  9.025
H  -3.796  1.187  9.521

total charge = 0
HOMO level = -7.74 eV
orbital gap = 7.59 eV
E = -5744.85908 Ha

=====

(8)
A structure of composition C35H26CrN6O4S2 at a distorted geometry, computed with the ωB97M-V functional and the def2-TZVPD basis.

Element x y z (Å)
Cr  -0.420  -0.264  0.622
C  0.966  0.405  5.637
C  -0.286  -0.137  5.825
C  -0.894  -0.728  4.725
C  -0.220  -0.836  3.505
C  1.153  -0.449  3.366
C  1.760  0.107  4.500
N  -0.942  -1.279  2.404
N  -1.873  -2.144  2.656
C  -2.469  -2.846  1.611
C  -3.112  -4.040  1.891
C  -3.675  -4.767  0.837
C  -3.645  -4.354  -0.479
C  -3.148  -3.085  -0.780
C  -2.571  -2.284  0.267
H  1.404  1.002  6.430
H  -0.775  -0.032  6.769
H  -1.903  -1.139  4.793
H  1.742  -0.698  2.476
H  2.774  0.420  4.502
H  -3.054  -4.407  2.914
H  -4.208  -5.733  1.057
H  -4.045  -4.947  -1.272
H  -3.197  -2.677  -1.759
O  5.576  -1.065  0.334
C  5.467  -0.678  -0.949
C  6.450  -0.871  -1.890
C  6.383  -0.201  -3.135
C  5.282  0.550  -3.489
C  4.220  0.699  -2.623
C  4.310  0.120  -1.349
C  3.254  0.350  -0.342
O  3.456  0.038  0.871
N  2.136  0.869  -0.880
N  1.161  1.174  -0.052
C  0.672  2.398  -0.226
S  0.619  3.078  -1.769
C  -0.233  4.582  -1.348
C  -0.152  4.867  0.187
S  0.268  3.380  1.076
H  4.703  -0.637  0.808
H  7.350  -1.440  -1.688
H  7.144  -0.303  -3.886
H  5.255  1.046  -4.445
H  3.302  1.248  -2.924
H  -1.280  4.523  -1.602
H  0.110  5.476  -1.894
H  -1.172  5.181  0.548
H  0.567  5.675  0.339
N  -6.167  5.619  -2.004
C  -5.788  4.522  -1.824
C  -5.138  3.304  -1.527
C  -5.611  2.291  -0.675
C  -4.741  1.350  -0.237
C  -3.425  1.269  -0.772
C  -2.976  2.254  -1.700
C  -3.839  3.243  -2.102
C  -2.611  0.258  -0.260
C  -2.180  -0.969  -0.076
H  -6.665  2.267  -0.402
H  -4.963  0.620  0.529
H  -1.948  2.214  -2.092
H  -3.565  4.010  -2.803
O  -0.201  -0.796  -2.642
C  0.433  -1.515  -1.920
C  1.393  -2.603  -2.455
C  2.122  -3.185  -1.244
C  1.467  -2.410  -0.053
O  1.707  -2.571  1.140
N  0.562  -1.431  -0.491
H  2.061  -2.162  -3.240
H  0.827  -3.341  -2.967
H  3.207  -3.154  -1.244
H  1.825  -4.229  -1.107

multiplicity = 4
expectation value of S² = 4.186
total charge = -1
HOMO level (spin up / spin down) = -3.73 / -4.50 eV
orbital gap (spin up / spin down) = 4.74 / 6.29 eV
E = -3819.59513 Ha
energy above the lowest of the compared OMol25 structures with the same formula, charge and spin = 27.3 kcal/mol